[1]
DFT (ωB97M-V/def2-TZVPD) results for a structure of composition C38H47BN11O8W.

As for the spin multiplicity: 4. Its largest force on an atom is 0.0164 Eh/bohr. Its energy above the lowest of the compared OMol25 structures with the same formula, charge and spin is 44.9 kcal/mol. The calculation puts the HOMO-LUMO gap (alpha / beta) at 6.63 / 6.30 eV.

```
106
Properties=species:S:1:pos:R:3:lowdin_charge:R:1
C -3.455 -4.303 3.170 -0.1518
H -1.353 6.525 0.100 0.0832
H 0.036 -1.821 2.568 0.0491
H -3.154 0.716 -3.761 0.1253
B -2.115 2.418 0.498 -0.5385
H 0.302 -0.946 4.089 0.0937
C -2.340 0.417 3.598 0.0245
C -1.752 5.515 0.175 -0.0104
C 4.979 0.516 -1.701 -0.0289
C -4.239 2.599 -1.774 -0.0162
H -0.029 -5.450 0.862 0.0948
N -1.136 0.442 1.715 0.0011
C 4.476 -2.896 2.635 -0.4706
H -1.190 1.145 -5.096 0.0999
O 5.764 -2.862 2.214 0.1226
N -1.226 0.671 -0.996 0.0089
N -0.820 3.236 0.491 0.0498
H 3.734 -3.772 -0.152 0.1407
N 2.172 -2.352 -0.134 0.0629
C -1.947 -3.065 1.130 -0.4858
H 0.436 -3.778 1.210 0.0544
O -1.194 -2.362 0.458 -0.0033
O 2.850 -0.172 3.762 0.1222
N -3.259 -2.715 1.321 -0.0680
C 0.681 4.814 0.759 0.0303
C 2.687 3.363 1.390 -0.0084
C 5.308 2.129 -3.942 -0.0720
H -4.865 2.439 -2.650 0.0854
C -2.797 1.445 2.800 -0.2727
C -0.331 0.632 -4.684 -0.0433
H -4.888 -4.008 1.586 0.1256
H -0.025 1.722 -2.845 0.1392
H -4.832 2.404 -0.880 0.0817
C -2.431 -5.118 2.408 -0.1580
H -1.082 -2.016 3.915 0.0831
H 3.368 3.534 0.555 0.0897
N -2.175 1.587 -0.776 0.0472
H 0.377 0.059 -6.563 0.0988
C 1.712 -0.660 -4.985 -0.1012
C 0.549 0.031 -5.493 -0.1057
N 1.705 -1.433 0.707 -0.0378
H -2.505 5.500 0.963 0.0817
C 1.272 3.569 0.968 -0.2925
H -3.064 3.136 0.579 0.1155
C 1.834 -0.716 -3.640 -0.0850
H -0.877 -1.861 -1.839 0.0553
C 3.478 -2.431 1.631 -0.0521
O 4.189 -3.322 3.711 0.1560
H -4.160 -4.950 3.692 0.1176
C 2.283 -0.272 2.702 -0.5661
C -3.053 1.703 -1.846 -0.2464
H 2.924 4.091 2.166 0.0912
H 6.847 -0.382 -2.264 0.0984
C -4.189 -3.412 2.188 -0.1655
C 2.761 1.608 -1.213 -0.5902
H -3.514 3.447 3.070 0.0844
C -3.892 2.424 3.049 -0.0158
C -1.288 -0.171 2.894 -0.2978
H 1.159 5.775 0.838 0.1168
H 3.417 3.002 -3.380 0.1192
C 6.261 1.170 -3.623 -0.0884
H 0.263 -4.942 2.538 0.0956
C -1.409 0.171 -2.388 -0.4110
N -1.520 -4.224 1.723 -0.0868
H -2.933 -5.788 1.697 0.1293
C -1.573 -1.346 -2.491 0.0019
H -4.031 -0.764 1.356 0.0844
H 2.642 -1.230 -3.134 0.1245
H 5.437 2.754 -4.816 0.1022
H 4.833 -0.100 -0.822 0.1049
H -3.028 -1.167 -0.047 0.0599
H 2.450 -1.110 -5.628 0.0831
H 5.816 -2.372 1.384 0.1096
H 7.135 1.049 -4.251 0.1003
H -2.703 0.139 4.573 0.1149
H -2.584 -1.641 -2.213 0.0798
N -2.068 1.439 1.673 0.0433
C -0.139 -4.624 1.573 -0.0325
C -0.178 0.686 -3.186 -0.2090
O 1.020 -0.508 -1.488 -0.3570
C 3.244 -2.972 0.378 0.0097
O 2.686 0.897 -0.130 -0.1702
C 4.023 1.472 -2.022 -0.1320
H -1.398 -1.640 -3.529 0.0949
C -2.651 0.885 -2.823 0.0330
C 4.184 2.279 -3.144 -0.0108
H 1.766 -2.306 -1.064 0.1520
H -4.683 -1.817 0.080 0.0957
O 1.408 0.550 2.199 -0.1904
C -3.780 -1.549 0.637 -0.0280
O 1.846 2.307 -1.638 0.0282
H -3.947 3.650 -1.748 0.0776
H -2.941 -3.691 3.914 0.1124
H -2.249 5.275 -0.764 0.0773
C 2.485 -1.451 1.783 -0.1172
H -4.663 2.374 2.279 0.0801
N 0.963 -0.113 -2.807 -0.1248
C 6.099 0.363 -2.505 -0.0824
N 0.353 2.606 0.792 -0.0140
H -1.844 -5.744 3.081 0.1215
H -4.785 -2.664 2.719 0.1231
H 2.859 2.369 1.784 0.0599
C -0.642 4.563 0.462 -0.2553
H -4.353 2.212 4.012 0.0821
C -0.452 -1.301 3.385 -0.0048
W 0.661 0.483 0.284 1.8672
```


[2]
DFT (ωB97M-V/def2-TZVPD) results for a structure of composition C38H47FeGe2N4O2Se2.

As for the spin multiplicity: 5. The total charge is +1. Its largest force on an atom is 0.0395 Eh/bohr. Its energy above the lowest of the compared OMol25 structures with the same formula, charge and spin is 0.0 kcal/mol. The calculation puts the HOMO-LUMO gap (alpha / beta) at 6.53 / 5.45 eV.

```
96
Properties=species:S:1:pos:R:3:lowdin_charge:R:1
H -6.238 1.156 -0.712 0.1190
C -5.647 3.219 -0.615 -0.0506
C 4.376 -1.947 -1.780 -0.2280
C -4.115 1.415 -0.936 -0.2872
C 0.111 3.318 4.971 -0.2196
O -0.482 4.583 4.780 -0.0321
Ge 3.229 -0.354 -2.038 0.7497
H 1.518 1.201 4.682 0.1405
Fe -0.498 0.483 0.309 0.0061
Se 0.952 2.127 0.836 0.7389
C -5.419 1.862 -0.761 -0.0155
C 0.791 -3.683 0.231 -0.1344
C 0.667 -5.331 -1.517 -0.0761
C 1.051 -2.664 -0.684 -0.3482
H -2.048 -0.950 -3.536 0.1322
H -0.438 2.848 5.791 0.1367
H 0.546 3.996 2.377 0.0617
C 0.872 -4.328 -2.451 -0.0758
H 1.159 3.411 5.278 0.1365
C 2.831 -0.895 1.269 -0.3624
O 0.662 0.069 3.211 -0.1614
H 2.993 0.464 -4.468 0.0130
H 0.110 5.150 4.278 0.0940
Se -2.001 0.968 2.073 0.9681
N -2.472 -0.385 -1.562 -0.1346
H 4.786 -1.950 -0.770 0.0171
H 5.197 -1.922 -2.497 0.0267
C 4.651 -0.813 3.424 -0.0852
C -3.302 3.551 -0.826 -0.1228
H -3.586 -4.560 2.112 0.1193
H 0.691 -3.461 1.283 0.0728
H -3.410 0.142 -3.378 0.1311
H -2.000 -3.398 3.657 0.1173
H -2.113 2.326 4.132 0.0765
N -3.077 2.244 -0.940 0.1035
H 1.018 2.801 -2.358 0.0894
H 2.927 -1.298 -4.396 0.0203
C -2.220 -2.271 0.030 -0.2679
N -1.383 -1.636 0.861 0.0057
C 1.065 -3.018 -2.036 -0.1720
C -1.445 2.403 3.274 -0.4341
H 3.809 -2.866 -1.921 0.0097
C -2.404 -0.065 -3.001 -0.1139
H 3.864 -2.739 3.941 0.1058
C -4.566 4.089 -0.663 -0.0533
N -0.548 1.492 -2.611 0.1088
C 0.119 3.087 -4.273 -0.0547
C -1.508 1.075 -3.425 -0.2751
H -6.650 3.593 -0.457 0.1132
H 4.555 1.672 -2.858 0.0131
C -3.013 -3.334 0.445 0.0057
C 0.020 2.402 3.729 -0.5486
C 4.608 0.222 2.500 -0.0728
C 2.937 -1.955 2.174 -0.1237
H -3.904 -0.481 -0.034 0.1144
H 1.288 -0.613 3.498 0.0860
H 1.490 -0.338 -4.004 -0.0075
H -1.670 3.339 2.759 0.0831
H -1.308 -2.114 -1.848 0.1121
H -0.620 -1.550 2.765 0.0854
C -1.324 -2.067 2.127 -0.1900
H 4.042 2.001 -1.197 -0.0028
H 0.542 -6.358 -1.833 0.1063
H 5.391 0.904 -1.500 0.0213
H -2.452 1.199 -5.349 0.1185
H -0.997 3.057 -6.118 0.1134
H 1.249 -2.252 -2.783 0.0604
C -3.813 -0.059 -1.040 -0.1424
C 2.576 -0.381 -3.921 -0.2494
H 5.330 -0.774 4.266 0.1051
H -3.674 -3.812 -0.264 0.1235
C -2.092 -3.102 2.622 -0.0304
C 0.245 2.477 -3.039 -0.1418
H -4.591 -0.534 -1.655 0.1353
H -4.699 5.155 -0.547 0.1075
C 0.625 -5.001 -0.170 -0.0698
C 0.535 1.037 4.228 -0.2017
H -3.065 -2.372 -1.916 0.1343
C 3.823 -1.910 3.246 -0.0865
C -2.262 -1.830 -1.400 -0.1375
C 3.700 0.183 1.453 -0.1745
H 1.936 3.045 2.949 0.0789
C -1.683 1.603 -4.701 -0.0213
H 3.665 1.021 0.769 0.0420
H 5.278 1.068 2.601 0.1076
H 0.781 3.898 -4.542 0.1085
H 0.895 -4.572 -3.506 0.1083
C -2.962 -3.749 1.763 -0.0267
C 0.897 2.992 2.620 -0.4243
Ge 1.505 -0.750 -0.248 0.8271
H -0.148 0.664 5.002 0.1384
H -2.420 4.181 -0.843 0.1125
C 4.420 1.233 -1.870 -0.2374
H 0.461 -5.768 0.577 0.1076
C -0.866 2.630 -5.133 -0.0505
H 2.342 -2.845 2.040 0.0748
```


[3]
DFT (ωB97M-V/def2-TZVPD) results for a structure of composition C38H47N2O4PdTe.

As for the spin multiplicity: 2. The total charge is -2. Its largest force on an atom is 0.0219 Eh/bohr. Its energy above the lowest of the compared OMol25 structures with the same formula, charge and spin is 22.1 kcal/mol. The calculation puts the HOMO-LUMO gap (alpha / beta) at 4.49 / 4.41 eV.

```
93
Properties=species:S:1:pos:R:3:lowdin_charge:R:1
C -1.889 1.568 1.806 -0.6815
C 1.660 -0.199 0.179 -0.3686
H 3.318 1.944 2.287 0.0699
H -3.586 0.670 -6.518 0.0965
H -4.556 -2.814 0.409 0.0520
C -3.672 -1.033 -5.233 -0.1947
O -4.556 -0.408 -3.046 -0.1139
C -0.967 3.121 -5.007 -0.1762
H 0.858 -0.485 4.138 0.0013
H 4.394 1.285 -3.489 0.0675
H -0.858 3.440 0.410 0.0654
Te 0.244 -1.069 1.506 1.5601
O -2.864 2.238 1.403 -0.0531
C 4.743 -4.939 4.322 -0.0722
C 1.651 -0.512 -1.182 -0.3158
C -2.346 2.889 -1.791 -0.0515
O 0.025 2.413 -1.168 -0.1506
Pd -2.025 0.370 -0.755 0.7242
H 4.487 2.684 -2.420 0.0737
H -0.341 -0.732 -1.851 0.0275
H -2.780 3.011 -0.799 0.0554
H 2.557 -4.611 -0.066 0.0683
H 3.358 -2.871 5.408 0.1119
H -0.696 3.700 5.765 0.0860
C -1.807 0.416 4.062 -0.0620
C 3.361 -4.227 2.333 -0.0396
C 2.089 -3.684 0.270 -0.0795
H 1.597 1.514 2.414 0.0634
C 2.619 0.056 -2.011 -0.0253
H 0.821 -1.559 -2.865 0.0852
C 2.164 -2.186 3.768 -0.3114
C 1.817 -2.353 2.416 -0.3392
H -0.615 3.984 -5.572 0.0783
H -2.914 -1.621 -3.319 0.0878
H -2.150 -0.483 3.563 0.0855
H 5.635 -4.374 4.603 0.0707
H -2.738 -1.485 -5.584 0.1038
C -2.461 1.237 -4.808 -0.3752
C -1.622 1.563 3.296 -0.1578
H 2.430 -2.872 -0.373 0.0677
H -4.478 -1.437 -5.858 0.0918
C 2.585 0.729 0.677 -0.2910
C -1.152 1.958 -1.789 -0.4074
C -1.008 2.777 5.290 -0.1101
C 3.513 1.295 -0.188 -0.0295
H 1.033 -1.589 5.498 0.0774
H 2.600 -0.183 -3.070 0.1132
C 1.562 -1.125 4.662 -0.1012
H 3.817 -5.032 1.762 0.1005
H 4.345 -5.395 5.231 0.0693
H -4.791 -1.651 -0.950 0.0421
H -2.071 3.871 -2.199 0.0883
H 0.129 0.814 -2.975 0.0843
H -1.748 -0.443 6.024 0.0947
C 2.426 -3.406 1.710 -0.2962
H -1.001 1.649 7.120 0.0835
H 2.347 -0.492 5.086 0.0783
C -4.059 -2.175 -0.330 -0.1287
H 0.751 3.055 -3.748 0.0806
N -1.789 0.668 -3.816 0.0879
H 5.581 1.322 -2.179 0.0692
C -0.725 1.463 -3.179 -0.3262
C 3.720 -4.051 3.662 -0.2943
C -3.887 -1.432 -3.772 -0.2930
H -4.490 -2.343 -3.689 0.1028
H 2.834 0.313 2.774 0.0572
H 0.354 -2.263 -1.293 0.0351
C 2.586 1.152 2.121 -0.0699
H -3.836 0.045 -2.584 0.0327
H 0.898 3.611 0.183 0.0866
C 3.552 0.960 -1.536 -0.2746
H -2.771 2.834 -6.225 0.0578
H -3.095 2.477 -2.470 0.0743
H -1.140 3.644 3.323 0.1108
C 4.560 1.595 -2.457 -0.0638
C -1.594 0.453 5.434 -0.1079
H -0.227 4.454 -0.913 0.0863
H 1.010 -3.766 0.139 0.0572
C -0.062 3.538 -0.331 -0.1020
C -1.243 2.746 3.922 -0.0389
C -3.121 -1.166 0.346 -0.4591
C -2.183 2.479 -5.388 -0.1403
H 5.055 -5.741 3.651 0.0632
H 4.214 2.029 0.200 0.1076
C -3.618 0.475 -5.442 -0.1713
C 0.573 -1.341 -1.825 -0.0947
C 3.105 -3.028 4.362 -0.0451
C -0.207 2.623 -4.015 -0.0921
C -1.181 1.627 6.051 -0.1248
O -3.039 -1.291 1.571 -0.1639
H -4.549 0.913 -5.075 0.1064
N -1.012 0.986 1.008 -0.1003
H -3.461 -2.792 -1.011 0.0536
```


[4]
DFT (ωB97M-V/def2-TZVPD) results for a structure of composition C38H47N4O2Re.

As for the spin multiplicity: 4. The total charge is +1. Its largest force on an atom is 0.0628 Eh/bohr. The calculation puts the HOMO-LUMO gap (alpha / beta) at 5.85 / 4.03 eV.

```
92
Properties=species:S:1:pos:R:3:lowdin_charge:R:1
C 12.050 9.146 13.663 -0.1640
H 16.111 14.934 5.942 0.0823
H 10.663 8.059 15.814 0.1128
H 14.228 6.696 16.001 0.1140
H 11.823 5.583 14.420 0.0861
H 8.531 11.397 8.100 0.0684
H 13.511 7.351 8.767 0.0919
H 12.034 7.160 16.426 0.1198
H 15.948 9.223 16.394 0.0731
C 8.974 10.530 11.939 -0.1197
C 8.991 11.433 10.889 -0.1241
C 12.483 14.020 8.485 -0.1298
N 11.183 11.044 11.500 -0.0510
H 18.876 10.329 8.914 0.0779
C 15.312 8.405 16.780 -0.0795
H 18.910 8.688 10.802 0.0777
H 6.962 11.866 10.715 0.1179
C 18.768 8.463 11.879 -0.0648
H 16.463 8.940 13.953 0.1170
N 15.195 11.050 11.522 -0.0763
H 9.937 8.968 13.989 0.1272
C 15.641 12.673 9.643 0.0763
H 6.774 11.704 8.229 0.0819
H 19.682 11.793 8.370 0.0796
C 12.046 13.019 9.380 -0.1702
H 6.885 11.625 13.533 0.0910
H 19.665 7.959 12.285 0.0887
H 17.867 7.855 11.994 0.0744
H 6.980 9.776 11.892 0.1204
H 19.445 11.907 10.827 0.1179
H 11.806 16.719 8.966 0.0785
O 14.116 8.306 10.461 -0.1368
C 7.808 9.876 12.611 -0.1973
C 14.317 9.181 13.735 -0.1581
C 11.530 7.472 15.490 -0.1934
H 16.424 13.161 8.998 0.1240
C 16.073 10.285 12.340 -0.1832
C 17.403 10.537 11.987 -0.1316
H 8.031 13.056 9.963 0.1152
H 15.613 7.136 15.017 0.1261
C 10.338 11.718 10.569 -0.1615
H 14.475 14.306 5.591 0.0791
C 15.663 9.450 13.387 0.0844
N 13.184 12.380 9.962 -0.0356
H 10.364 6.453 13.886 0.0721
H 15.672 15.117 8.305 0.1116
C 18.532 12.056 10.225 -0.1925
H 19.452 10.424 12.471 0.1140
C 12.468 8.284 14.688 -0.1281
H 7.456 10.204 8.893 0.0964
H 6.522 10.052 14.342 0.0845
H 10.411 16.753 7.856 0.0793
C 15.284 14.320 6.345 -0.0738
H 10.734 14.353 7.359 0.1157
C 17.406 11.476 10.955 -0.1312
H 9.955 13.126 8.990 0.1229
H 18.395 9.671 13.661 0.1183
C 7.867 11.981 10.095 -0.1957
H 13.537 6.402 10.331 0.1048
Re 13.222 10.904 11.440 1.5194
C 11.595 14.924 7.740 -0.1880
C 13.858 8.289 14.716 -0.1341
C 7.658 11.297 8.743 -0.0739
H 10.333 15.790 9.356 0.0755
C 7.309 10.634 13.829 -0.0865
O 12.447 9.160 9.217 0.0553
C 10.297 10.293 12.336 -0.1742
C 14.080 7.114 9.686 -0.0470
C 18.549 9.810 12.570 -0.1976
C 10.979 6.214 14.775 -0.0759
C 13.872 14.043 8.476 -0.1293
H 8.082 8.852 12.887 0.1101
H 15.910 7.813 17.498 0.0830
H 14.280 15.878 7.543 0.1203
C 10.738 12.627 9.593 0.0722
C 14.309 13.029 9.350 -0.1648
H 15.616 13.271 6.461 0.0767
C 14.780 7.566 15.617 -0.2015
H 8.108 10.835 14.551 0.0743
H 17.901 11.613 8.167 0.0737
H 15.122 6.888 9.478 0.0920
C 13.208 9.260 10.116 -0.5362
C 16.061 11.801 10.658 -0.1565
H 14.471 8.869 17.356 0.0938
H 10.320 5.655 15.474 0.0850
C 10.722 9.456 13.358 0.0759
C 14.787 14.905 7.687 -0.1930
N 13.196 9.729 13.034 -0.0737
H 12.158 15.332 6.876 0.1199
C 18.764 11.430 8.844 -0.0736
H 18.378 13.145 10.103 0.1251
C 10.996 16.115 8.533 -0.0718
```


- What is the formula in the second record?
  C38H47FeGe2N4O2Se2